Record 1
DFT (the ωB97M-V functional and the def2-TZVPD basis) results for one molecule with the formula C2H8Si in a non-equilibrium geometry.

Last column: Mulliken charge in e.
Geometry (Å):
C 0.837 0.333 1.063  -1.073
C 0.565 -0.573 -0.152  -0.653
Si -1.166 0.081 -0.950  0.356
H 1.050 1.366 0.828  0.333
H -0.052 0.191 1.631  0.358
H 1.866 -0.114 1.471  0.266
H 0.630 -1.562 0.137  0.403
H 1.357 -0.261 -0.900  0.272
H -0.471 0.509 -2.263  -0.090
H -1.364 1.368 -0.178  -0.075
H -2.321 -0.825 -1.283  -0.097

## Properties
- Orbital gap: 11.04 eV
- HOMO energy: -10.0 eV
- Spin multiplicity: 1
- ΔE to the lowest compared entry with this formula, charge and spin: 24.99 kcal/mol
- Lowest unoccupied orbital energy: 1.079 eV
- SMILES string: CC[SiH3]

---

Record 2
DFT (the ωB97M-V functional and the def2-TZVPD basis) results for one molecule with the formula C2H8Si2 in a non-equilibrium geometry.

Last column: Mulliken spin population.
Geometry (Å):
C -0.014 0.421 0.671  0.858
C 0.217 -0.358 -0.417  0.783
Si -1.597 0.504 1.673  0.055
Si 1.482 -0.516 -1.736  0.070
H 0.948 1.052 0.993  0.024
H -0.645 -0.970 -0.648  0.069
H -2.535 -0.635 1.675  0.004
H -2.292 1.816 1.326  0.038
H -0.947 0.712 2.910  0.021
H 2.159 0.625 -2.536  0.025
H 0.694 -1.278 -2.779  0.005
H 2.529 -1.373 -1.132  0.048

## Properties
- Orbital gap (spin up / spin down): 7.12 / 7.88 eV
- HOMO energy (spin up / spin down): -6.2 / -10.7 eV
- Spin multiplicity: 3
- ΔE to the lowest compared entry with this formula, charge and spin: 0.00 kcal/mol
- Lowest unoccupied orbital energy (spin up / spin down): 0.918 / -2.780 eV

---

Record 3
DFT (the ωB97M-V functional and the def2-TZVPD basis) results for one molecule with the formula C2H9BN2O2 in a non-equilibrium geometry.

Last column: Mulliken charge in e.
Geometry (Å):
C 1.014 -0.086 -1.783  -0.921
N 0.166 0.420 -0.683  0.014
N -1.176 0.051 -0.745  -0.628
C 0.725 0.153 0.613  -0.689
B -0.528 0.451 2.094  0.638
O -1.125 -0.708 2.479  -0.491
O -0.413 1.689 2.693  -0.492
H 0.326 -0.150 -2.610  0.383
H 1.765 0.728 -1.841  0.308
H 1.446 -1.031 -1.439  0.300
H -1.487 0.375 -1.683  0.287
H -1.285 -1.089 -0.767  0.214
H 1.721 0.704 0.807  0.189
H 0.790 -0.983 0.576  0.310
H -1.748 -0.581 3.287  0.304
H -1.034 1.940 3.328  0.274

## Properties
- Orbital gap: 8.10 eV
- HOMO energy: -7.9 eV
- Spin multiplicity: 1
- ΔE to the lowest compared entry with this formula, charge and spin: 21.34 kcal/mol
- Lowest unoccupied orbital energy: 0.247 eV
- SMILES string: CN(N)CB(O)O

---

Record 4
DFT (the ωB97M-V functional and the def2-TZVPD basis) results for one molecule with the formula C2H9BNO2P in a non-equilibrium geometry.

Last column: Mulliken charge in e.
Geometry (Å):
N -0.680 -0.092 -1.716  -0.535
C 0.369 0.855 -1.345  -0.568
C 1.101 0.431 -0.072  -0.457
B 0.115 0.155 1.125  0.359
O -0.138 1.079 2.073  -0.454
P -0.774 -1.568 1.280  0.287
O -2.219 -1.499 1.640  -0.644
H -1.554 0.110 -1.247  0.201
H -0.828 -0.092 -2.714  0.216
H 0.012 1.881 -1.279  0.268
H 1.091 0.855 -2.155  0.382
H 1.643 -0.485 -0.286  0.214
H 1.790 1.228 0.202  0.307
H 0.637 1.661 2.169  0.330
H -0.053 -2.295 2.262  0.034
H -0.512 -2.226 0.060  0.063

## Properties
- Orbital gap: 9.51 eV
- HOMO energy: -9.3 eV
- Spin multiplicity: 1
- Lowest unoccupied orbital energy: 0.245 eV
- SMILES string: NCCB(O)[PH2]=O

---

Record 5
DFT (the ωB97M-V functional and the def2-TZVPD basis) results for one molecule with the formula C2H9ClOSi2 in a non-equilibrium geometry.

Last column: Mulliken charge in e.
Geometry (Å):
C 1.770 -0.595 0.946  -1.166
Si 0.220 0.290 0.264  0.639
C -1.036 0.520 1.688  -1.156
Cl 1.053 2.249 0.111  -0.333
Si -0.586 -0.622 -1.743  0.288
O -0.900 0.796 -2.543  -0.415
H 2.722 -0.434 0.431  0.344
H 2.096 -0.217 1.846  0.388
H 1.672 -1.766 1.010  0.285
H -1.356 1.505 1.729  0.395
H -2.073 0.075 1.442  0.298
H -0.589 0.211 2.531  0.334
H 0.568 -1.264 -2.639  -0.089
H -1.884 -1.644 -2.089  -0.094
H -1.676 0.896 -2.983  0.283

## Properties
- Orbital gap: 9.98 eV
- HOMO energy: -9.9 eV
- Spin multiplicity: 1
- ΔE to the lowest compared entry with this formula, charge and spin: 15.43 kcal/mol
- Lowest unoccupied orbital energy: 0.037 eV
- SMILES string: C[Si](C)(Cl)[SiH2]O

---

Record 6
DFT (the ωB97M-V functional and the def2-TZVPD basis) results for a 2-piece molecular cluster, C2H9N overall in a non-equilibrium geometry.

Last column: Mulliken charge in e.
Geometry (Å):
C -0.066 0.575 2.520  -0.638
N 0.135 1.989 2.165  -0.410
H 0.055 0.245 3.555  0.230
H 0.425 -0.051 1.827  0.243
H -1.160 0.449 2.437  0.245
H 1.057 2.241 1.982  0.165
H -0.639 2.413 1.873  0.166
C 0.103 -1.537 -3.244  -0.991
H -0.656 -1.117 -2.584  0.246
H 0.617 -2.274 -2.775  0.265
H 0.789 -0.941 -3.830  0.234
H -0.659 -1.992 -3.927  0.247

## Properties
- Orbital gap: 9.81 eV
- HOMO energy: -8.8 eV
- Spin multiplicity: 1
- ΔE to the lowest compared entry with this formula, charge and spin: 29.08 kcal/mol
- Lowest unoccupied orbital energy: 1.025 eV
- SMILES string: CN.C

---

DFT total energy in Eh, matching the order above: -370.42144; -659.74512; -366.43504; -653.07301; -1196.05050; -136.29571